Here is 17 unconnected molecules or ions with the total composition C87H211BN13O35 in a non-equilibrium geometry from the Open Molecules 2025 dataset. Energies are from ωB97M-V/def2-TZVPD.

Properties
**Maximum force**: 4.7 eV/A
**Net charge**: -1
**HOMO energy**: -6.4 eV
**Orbital gap**: 8.171 eV
**Molar mass**: 2010.5 g mol⁻¹
**2S+1**: 1

Each line ends with the Löwdin charge.
Atoms and positions in Å:
1 O -1.694 -1.531 3.744  0.105
2 C -0.886 -1.019 2.961  -0.340
3 O -0.926 -1.039 1.638  0.220
4 B 0.213 -0.301 1.106  -0.807
5 O 1.035 0.125 2.305  0.216
6 C 0.417 -0.267 3.393  -0.390
7 O 0.765 -0.109 4.547  0.117
8 O -0.230 0.864 0.238  0.185
9 C 0.233 0.698 -0.985  -0.390
10 O 0.006 1.417 -1.970  0.102
11 C 1.075 -0.517 -1.064  -0.353
12 O 1.068 -1.068 0.134  0.195
13 O 1.630 -1.011 -2.077  0.102
14 C 3.227 2.446 4.447  -0.042
15 C 4.076 2.462 5.745  -0.461
16 C 3.126 2.303 6.925  -0.060
17 O 4.963 1.375 5.758  -0.057
18 H 2.491 3.245 4.349  0.079
19 H 2.707 1.490 4.392  0.056
20 H 3.842 2.473 3.548  0.060
21 H 4.538 3.443 5.850  0.136
22 H 2.391 3.107 6.964  0.078
23 H 3.750 2.208 7.813  0.081
24 H 2.613 1.349 6.804  0.072
25 H 5.819 1.725 6.013  0.115
26 C 3.045 6.208 -3.074  -0.055
27 C 3.253 6.302 -4.557  -0.493
28 C 4.170 5.191 -5.098  -0.029
29 O 2.010 6.143 -5.178  -0.073
30 H 2.550 5.319 -2.681  0.072
31 H 2.581 7.137 -2.744  0.073
32 H 4.018 6.233 -2.584  0.078
33 H 3.644 7.296 -4.775  0.134
34 H 4.094 5.155 -6.185  0.078
35 H 3.868 4.202 -4.751  0.067
36 H 5.153 5.517 -4.759  0.081
37 H 1.528 6.961 -5.037  0.100
38 C 6.603 -4.226 -3.640  -0.077
39 C 5.106 -4.201 -3.344  -0.488
40 C 4.626 -2.933 -4.068  -0.055
41 O 4.576 -5.370 -3.927  -0.051
42 H 7.053 -3.329 -3.214  0.080
43 H 6.716 -4.334 -4.719  0.079
44 H 7.063 -5.097 -3.174  0.072
45 H 4.965 -4.143 -2.265  0.132
46 H 4.818 -1.970 -3.594  0.080
47 H 3.548 -2.935 -4.234  0.047
48 H 5.106 -2.834 -5.042  0.074
49 H 3.629 -5.213 -3.924  0.019
50 C 2.123 1.115 -4.992  -0.104
51 O 1.742 0.930 -6.360  -0.210
52 C 2.597 1.661 -7.295  -0.185
53 C 2.571 0.996 -8.664  -0.217
54 N 1.281 0.596 -9.214  -0.025
55 C 1.417 -0.233 -10.402  -0.188
56 C 2.074 0.562 -11.589  -0.216
57 O 1.597 1.889 -11.546  -0.220
58 C 2.032 2.707 -12.583  -0.112
59 H 1.362 0.589 -4.415  0.060
60 H 2.075 2.188 -4.807  0.067
61 H 3.041 0.593 -4.724  0.079
62 H 3.617 1.823 -6.948  0.112
63 H 2.115 2.637 -7.254  0.096
64 H 3.312 0.198 -8.702  0.109
65 H 2.898 1.803 -9.320  0.105
66 H 1.104 1.483 -9.663  0.082
67 H 0.434 -0.515 -10.779  0.107
68 H 1.902 -1.191 -10.215  0.102
69 H 1.890 0.107 -12.562  0.113
70 H 3.152 0.498 -11.437  0.110
71 H 1.751 2.227 -13.520  0.084
72 H 3.105 2.891 -12.547  0.090
73 H 1.465 3.632 -12.472  0.092
74 C -5.134 -8.870 0.134  -0.095
75 O -4.320 -7.684 0.099  -0.189
76 C -5.016 -6.515 0.494  -0.247
77 C -4.145 -5.302 0.347  -0.204
78 N -3.028 -5.290 1.292  -0.033
79 C -2.173 -4.145 1.176  -0.219
80 C -1.314 -4.076 -0.120  -0.142
81 O -2.077 -3.762 -1.340  -0.214
82 C -2.524 -2.431 -1.402  -0.099
83 H -4.508 -9.762 0.141  0.080
84 H -5.872 -8.828 -0.667  0.086
85 H -5.660 -8.951 1.085  0.078
86 H -5.262 -6.570 1.555  0.112
87 H -5.907 -6.290 -0.091  0.124
88 H -4.743 -4.406 0.517  0.116
89 H -3.802 -5.293 -0.687  0.117
90 H -2.433 -6.093 1.150  0.105
91 H -1.529 -3.932 2.029  0.090
92 H -2.819 -3.268 1.226  0.094
93 H -0.891 -5.069 -0.269  0.113
94 H -0.492 -3.360 -0.101  0.105
95 H -2.981 -2.074 -0.479  0.077
96 H -3.261 -2.338 -2.200  0.096
97 H -1.683 -1.798 -1.686  0.072
98 C -1.314 -9.728 -1.942  -0.073
99 O -0.059 -9.230 -1.360  -0.237
100 C 1.164 -9.942 -1.675  -0.180
101 C 1.557 -9.752 -3.173  -0.200
102 N 1.915 -8.386 -3.561  -0.041
103 C 0.878 -7.404 -3.301  -0.211
104 C 1.056 -6.151 -4.130  -0.175
105 O 1.985 -5.255 -3.503  -0.235
106 C 1.416 -4.519 -2.385  -0.057
107 H -2.184 -9.200 -1.550  0.076
108 H -1.334 -10.778 -1.651  0.078
109 H -1.436 -9.735 -3.025  0.071
110 H 1.024 -10.985 -1.393  0.104
111 H 1.920 -9.612 -0.963  0.120
112 H 0.860 -10.160 -3.906  0.108
113 H 2.416 -10.408 -3.318  0.107
114 H 2.747 -8.108 -3.061  0.114
115 H 0.846 -7.120 -2.249  0.109
116 H -0.101 -7.820 -3.540  0.115
117 H 0.078 -5.689 -4.262  0.123
118 H 1.582 -6.368 -5.060  0.121
119 H 1.202 -5.168 -1.536  0.060
120 H 0.486 -3.964 -2.511  0.079
121 H 2.172 -3.882 -1.924  0.087
122 C -1.173 2.684 3.943  -0.079
123 O -2.079 3.621 3.363  -0.205
124 C -3.416 3.472 3.927  -0.168
125 C -4.282 4.595 3.311  -0.190
126 N -4.159 4.604 1.866  -0.054
127 C -4.767 5.735 1.206  -0.178
128 C -4.692 5.404 -0.321  -0.201
129 O -5.137 6.556 -1.065  -0.202
130 C -5.235 6.417 -2.489  -0.089
131 H -1.164 2.860 5.018  0.078
132 H -0.146 2.724 3.579  0.090
133 H -1.478 1.640 3.875  0.067
134 H -3.367 3.550 5.013  0.115
135 H -3.803 2.522 3.559  0.085
136 H -4.014 5.535 3.792  0.114
137 H -5.255 4.320 3.720  0.116
138 H -3.172 4.610 1.650  0.070
139 H -4.272 6.674 1.455  0.115
140 H -5.846 5.866 1.279  0.122
141 H -5.178 4.467 -0.592  0.116
142 H -3.671 5.150 -0.607  0.092
143 H -4.323 5.905 -2.797  0.063
144 H -5.322 7.380 -2.992  0.089
145 H -6.062 5.769 -2.779  0.079
146 C -10.808 1.192 1.535  -0.115
147 O -10.244 -0.090 1.373  -0.192
148 C -10.029 -0.863 2.539  -0.216
149 C -9.019 -2.020 2.286  -0.183
150 N -8.856 -2.867 3.478  -0.065
151 C -8.153 -4.088 3.266  -0.207
152 C -6.667 -3.737 2.983  -0.254
153 O -6.177 -3.057 4.066  -0.201
154 C -4.770 -2.813 4.078  -0.071
155 H -11.022 1.652 0.570  0.090
156 H -10.358 1.804 2.317  0.083
157 H -11.794 1.033 1.972  0.074
158 H -10.938 -1.334 2.913  0.116
159 H -9.612 -0.227 3.320  0.107
160 H -8.070 -1.569 1.997  0.092
161 H -9.330 -2.543 1.382  0.124
162 H -8.236 -2.486 4.179  0.094
163 H -8.648 -4.787 2.591  0.119
164 H -8.157 -4.598 4.229  0.115
165 H -6.528 -3.253 2.016  0.119
166 H -6.146 -4.694 3.005  0.109
167 H -4.376 -2.200 3.267  0.061
168 H -4.211 -3.748 4.062  0.091
169 H -4.509 -2.298 5.003  0.079
170 C 3.811 9.764 -1.269  -0.107
171 O 2.440 9.519 -0.938  -0.190
172 C 2.117 10.059 0.340  -0.225
173 C 0.686 9.603 0.773  -0.198
174 N 0.719 8.189 1.037  -0.083
175 C -0.481 7.674 1.624  -0.216
176 C -0.561 6.133 1.544  -0.168
177 O -0.505 5.674 0.168  -0.178
178 C -0.700 4.292 0.027  -0.119
179 H 4.071 10.773 -0.948  0.077
180 H 4.047 9.632 -2.325  0.082
181 H 4.496 9.158 -0.676  0.083
182 H 2.126 11.144 0.451  0.109
183 H 2.848 9.736 1.081  0.116
184 H -0.030 9.693 -0.043  0.119
185 H 0.384 10.247 1.599  0.118
186 H 0.920 7.686 0.184  0.108
187 H -1.332 8.092 1.086  0.110
188 H -0.571 8.032 2.649  0.119
189 H -1.461 5.741 2.018  0.093
190 H 0.290 5.698 2.070  0.120
191 H -0.086 4.009 -0.828  0.071
192 H -1.738 4.034 -0.182  0.067
193 H -0.289 3.533 0.693  0.083
194 C -5.243 2.116 6.551  -0.093
195 O -5.799 1.889 5.248  -0.198
196 C -5.817 0.549 4.767  -0.238
197 C -6.356 0.432 3.413  -0.191
198 N -5.523 0.961 2.333  -0.019
199 C -4.170 0.369 2.102  -0.172
200 C -3.429 1.219 1.038  -0.183
201 O -3.954 0.816 -0.255  -0.179
202 C -3.424 1.647 -1.337  -0.061
203 H -4.166 1.954 6.518  0.064
204 H -5.700 1.625 7.410  0.089
205 H -5.315 3.186 6.747  0.085
206 H -6.317 -0.122 5.465  0.124
207 H -4.783 0.248 4.936  0.106
208 H -7.297 0.982 3.380  0.123
209 H -6.558 -0.614 3.182  0.096
210 H -5.372 1.960 2.339  0.083
211 H -4.153 -0.651 1.718  0.108
212 H -3.570 0.465 3.006  0.084
213 H -2.383 0.916 1.071  0.095
214 H -3.485 2.289 1.238  0.097
215 H -3.813 1.255 -2.277  0.081
216 H -2.355 1.440 -1.402  0.059
217 H -3.597 2.721 -1.265  0.065
218 C 3.892 -2.754 8.682  -0.111
219 O 3.281 -3.197 7.484  -0.214
220 C 1.881 -3.436 7.578  -0.181
221 C 1.160 -3.742 6.228  -0.166
222 N 1.593 -5.045 5.683  -0.054
223 C 0.788 -5.484 4.640  -0.245
224 C 0.854 -4.700 3.298  -0.176
225 O 2.264 -4.683 2.946  -0.185
226 C 2.511 -3.921 1.775  -0.094
227 H 4.788 -2.181 8.444  0.081
228 H 4.181 -3.542 9.378  0.082
229 H 3.266 -2.028 9.201  0.080
230 H 1.449 -2.574 8.087  0.093
231 H 1.794 -4.308 8.226  0.117
232 H 1.331 -2.934 5.517  0.097
233 H 0.078 -3.770 6.354  0.093
234 H 2.533 -4.873 5.358  0.108
235 H -0.232 -5.540 5.020  0.119
236 H 1.119 -6.494 4.398  0.117
237 H 0.439 -3.715 3.511  0.101
238 H 0.211 -5.236 2.600  0.109
239 H 3.582 -3.853 1.582  0.094
240 H 2.053 -2.940 1.905  0.072
241 H 2.110 -4.371 0.867  0.075
242 C -1.635 -0.134 -4.569  -0.045
243 O -0.531 -0.715 -5.360  -0.176
244 C -0.330 -2.030 -4.991  -0.251
245 C 1.094 -2.426 -5.485  -0.158
246 N 1.207 -2.015 -6.924  -0.002
247 C 2.575 -2.383 -7.342  -0.206
248 C 2.951 -3.859 -7.478  -0.202
249 O 1.917 -4.416 -8.285  -0.198
250 C 2.214 -5.743 -8.660  -0.122
251 H -1.822 0.921 -4.768  0.073
252 H -1.521 -0.172 -3.486  0.051
253 H -2.485 -0.787 -4.768  0.081
254 H -1.085 -2.653 -5.471  0.116
255 H -0.501 -2.220 -3.931  0.096
256 H 1.119 -3.515 -5.452  0.098
257 H 1.784 -1.885 -4.837  0.100
258 H 0.679 -2.757 -7.360  0.091
259 H 3.250 -1.804 -6.712  0.111
260 H 2.715 -1.977 -8.343  0.081
261 H 2.885 -4.372 -6.518  0.101
262 H 3.922 -4.051 -7.935  0.124
263 H 3.068 -5.841 -9.329  0.083
264 H 1.378 -6.128 -9.244  0.083
265 H 2.311 -6.420 -7.811  0.082
266 C -0.122 1.725 8.080  -0.105
267 O -1.407 1.091 8.027  -0.193
268 C -1.602 0.205 6.901  -0.189
269 C -0.873 -1.153 6.966  -0.225
270 N -1.147 -1.902 8.188  -0.024
271 C -2.386 -2.642 7.878  -0.203
272 C -2.856 -3.320 9.172  -0.213
273 O -1.888 -4.200 9.714  -0.203
274 C -1.579 -5.406 9.044  -0.093
275 H 0.645 1.007 8.372  0.078
276 H -0.115 2.445 8.898  0.084
277 H 0.147 2.312 7.202  0.068
278 H -1.420 0.748 5.973  0.089
279 H -2.683 0.068 6.898  0.096
280 H 0.183 -0.892 7.035  0.093
281 H -1.058 -1.675 6.027  0.093
282 H -1.201 -1.285 8.986  0.113
283 H -2.243 -3.419 7.128  0.107
284 H -3.148 -1.978 7.469  0.103
285 H -3.839 -3.762 9.009  0.114
286 H -2.962 -2.597 9.981  0.120
287 H -0.882 -6.059 9.570  0.087
288 H -1.119 -5.105 8.102  0.069
289 H -2.504 -5.973 8.939  0.084
290 C 8.764 6.238 1.510  -0.081
291 O 8.229 5.191 0.653  -0.196
292 C 8.629 5.200 -0.710  -0.236
293 C 8.040 4.027 -1.487  -0.206
294 N 6.602 4.217 -1.759  -0.052
295 C 5.894 2.931 -2.130  -0.151
296 C 4.381 2.868 -1.741  -0.208
297 O 4.353 3.043 -0.353  -0.206
298 C 3.082 3.291 0.221  -0.071
299 H 8.304 7.192 1.252  0.083
300 H 9.826 6.406 1.327  0.070
301 H 8.757 5.807 2.512  0.089
302 H 9.716 5.230 -0.793  0.113
303 H 8.297 6.099 -1.229  0.115
304 H 8.120 3.072 -0.968  0.107
305 H 8.607 3.838 -2.398  0.113
306 H 6.117 4.723 -1.031  0.094
307 H 6.402 2.094 -1.651  0.083
308 H 5.938 2.829 -3.215  0.104
309 H 3.922 1.910 -1.983  0.122
310 H 3.819 3.602 -2.318  0.088
311 H 2.349 2.537 -0.065  0.081
312 H 2.724 4.287 -0.039  0.087
313 H 3.123 3.263 1.310  0.079
314 C 3.799 -1.743 4.567  -0.048
315 C 5.021 -1.389 3.722  -0.392
316 C 4.763 -0.399 2.605  -0.224
317 O 5.853 -0.319 1.759  -0.144
318 C 5.399 0.067 0.461  -0.081
319 N 5.971 -0.810 4.663  0.031
320 H 3.202 -2.387 3.921  0.057
321 H 3.206 -0.923 4.971  0.073
322 H 4.102 -2.314 5.445  0.066
323 H 5.463 -2.330 3.395  0.138
324 H 4.529 0.592 2.995  0.109
325 H 3.883 -0.757 2.071  0.114
326 H 4.948 -0.797 -0.027  0.087
327 H 6.174 0.442 -0.207  0.076
328 H 4.592 0.799 0.481  0.070
329 H 5.798 -1.249 5.556  0.049
330 H 5.548 0.050 4.981  0.000
331 C -0.635 4.351 -3.760  -0.038
332 C -1.047 4.118 -5.211  -0.414
333 C -2.070 5.206 -5.737  -0.154
334 O -3.275 5.246 -4.961  -0.234
335 C -4.070 4.055 -4.960  -0.094
336 N 0.162 4.033 -5.996  0.057
337 H 0.074 3.619 -3.374  0.067
338 H -1.570 4.423 -3.204  0.072
339 H -0.176 5.336 -3.669  0.073
340 H -1.488 3.136 -5.385  0.108
341 H -2.393 5.052 -6.767  0.114
342 H -1.655 6.207 -5.616  0.120
343 H -5.089 4.179 -4.594  0.076
344 H -3.604 3.220 -4.436  0.075
345 H -4.236 3.883 -6.023  0.086
346 H 0.850 4.626 -5.554  0.025
347 H 0.072 4.454 -6.909  0.073